A molecular structure, C21H41IrN7OSi4. Source: OMol25; level of theory: ωB97M-V with the def2-TZVPD basis set.

Computed properties:
* 2S+1: 2
* frontier orbital gap (alpha / beta): 8.33 / 5.81 eV
* energy relative to the best compared isomer or geometry (same formula, charge and spin): 16.1 kJ/mol
* E_HOMO (alpha / beta): -13.78 / -13.94 eV
* total charge: +2
* expectation value of S²: 0.75

Atoms and positions in Å:
Ir (-0.25172, 0.00257, 0.01116)
C (-0.71074, -0.70896, 2.13641)
C (0.69910, -0.68640, 1.84444)
C (1.05818, 0.68890, 1.62861)
C (-0.13392, 1.46036, 1.65019)
C (-1.22387, 0.58975, 2.01303)
H (-1.29223, -1.58901, 2.36612)
H (1.38471, -1.51087, 1.95094)
H (2.05178, 1.07308, 1.46915)
H (-0.18637, 2.52705, 1.49815)
H (-2.24642, 0.88535, 2.18591)
C (4.40891, 2.07908, -2.50451)
Si (2.76205, 2.27256, -1.64293)
C (1.75165, 3.56038, -2.55824)
C (3.07747, 2.93991, 0.08354)
Si (1.69109, 0.11344, -1.41764)
Si (3.36971, -1.54578, -0.73253)
C (4.16317, -0.67590, 0.73086)
C (4.73940, -1.92539, -1.93920)
C (2.57323, -3.15293, -0.20671)
Si (1.76316, -0.92779, -3.80783)
C (0.41016, 0.06652, -4.62915)
C (1.36163, -2.73617, -3.60452)
C (3.29426, -0.65820, -4.81358)
H (4.95225, 3.02435, -2.42064)
H (4.30294, 1.86368, -3.56507)
H (5.03351, 1.30347, -2.05761)
H (2.35837, 4.46865, -2.61824)
H (0.83088, 3.81119, -2.03360)
H (1.51187, 3.24963, -3.57685)
H (3.65203, 3.86418, -0.02950)
H (3.67418, 2.26638, 0.70251)
H (2.16651, 3.20330, 0.62410)
H (4.77139, 0.16911, 0.40221)
H (4.84216, -1.41113, 1.17610)
H (3.49318, -0.33717, 1.52052)
H (5.17689, -1.04071, -2.40067)
H (4.43981, -2.62488, -2.71943)
H (5.52935, -2.41490, -1.36055)
H (1.69908, -3.02759, 0.42988)
H (3.31740, -3.71585, 0.36488)
H (2.28785, -3.76476, -1.06134)
H (-0.54947, 0.07438, -4.12682)
H (0.27006, -0.38627, -5.61810)
H (0.73464, 1.09675, -4.77760)
H (0.73684, -2.95811, -2.74057)
H (2.27613, -3.32564, -3.52832)
H (0.82929, -3.07204, -4.50104)
H (3.47676, 0.38682, -5.04946)
H (3.05496, -1.15946, -5.76134)
H (4.20571, -1.10791, -4.43449)
N (-2.13473, 3.24921, -3.83076)
N (-2.12882, 2.51671, -2.66597)
N (-3.18986, 2.38704, -1.90354)
C (-2.75702, 1.54037, -0.98532)
N (-1.48084, 1.19298, -1.21713)
N (-1.09574, 1.82511, -2.31056)
H (-2.98335, 3.80590, -3.83833)
H (-1.31094, 3.84332, -3.85374)
H (-3.36008, 1.17009, -0.17492)
N (-3.45556, -1.53380, -4.55595)
C (-2.79849, -2.67782, -4.22502)
O (-2.63034, -3.60172, -4.98498)
C (-2.18530, -2.73737, -2.84726)
C (-2.01082, -3.98876, -2.26934)
C (-1.38740, -4.06586, -1.03748)
C (-0.92080, -2.90583, -0.44893)
N (-1.04941, -1.69540, -1.01747)
C (-1.69472, -1.62686, -2.19101)
H (-3.91268, -1.53952, -5.45591)
H (-3.86553, -0.94583, -3.85091)
H (-2.36022, -4.86512, -2.79963)
H (-1.24305, -5.01158, -0.53449)
H (-0.40723, -2.93949, 0.49858)
H (-1.76994, -0.64780, -2.63578)

9 unconnected molecules or ions with the total composition C10H38N12O11 in a non-equilibrium geometry. Source: OMol25; level of theory: ωB97M-V with the def2-TZVPD basis set.

Computed properties:
* SMILES: NC(N)=O.NC(N)=O.NC(N)=O.NC(N)=O.NC(N)=O.NC(N)=O.OCCO.OCCO.O
* 2S+1: 1
* frontier orbital gap: 8.27 eV
* E_HOMO: -8.33 eV
* total charge: 0

Atoms and positions in Å:
C (10.34498, 6.91532, 13.11944)
O (9.51446, 6.01286, 13.03850)
N (11.11130, 7.34886, 12.15636)
N (10.30546, 7.59768, 14.23906)
H (11.62088, 8.20214, 12.33622)
H (11.22510, 7.01360, 11.21046)
H (9.61792, 7.30824, 14.91994)
H (10.71304, 8.50152, 14.43154)
C (12.42966, 11.37010, 14.41832)
O (12.18258, 10.24769, 14.04918)
N (11.58530, 12.12774, 15.07054)
N (13.55280, 11.95522, 14.21666)
H (10.73386, 11.59848, 15.19324)
H (11.89150, 12.93464, 15.59518)
H (13.81314, 12.84806, 14.61056)
H (14.23302, 11.45772, 13.65996)
C (15.84516, 7.00670, 10.85640)
O (16.09385, 7.13140, 9.71020)
N (16.50565, 6.28578, 11.71624)
N (14.84630, 7.56204, 11.46184)
H (17.28502, 5.78380, 11.31536)
H (16.24786, 6.31336, 12.69240)
H (14.21212, 8.19776, 10.99952)
H (14.75450, 7.27112, 12.42468)
C (18.00456, 11.75410, 10.08098)
O (18.34324, 11.55740, 11.18788)
N (18.62900, 12.27092, 9.08970)
N (16.81030, 11.50596, 9.67680)
H (18.14151, 12.30202, 8.20569)
H (19.61950, 12.46814, 9.10002)
H (16.53750, 11.52312, 8.70450)
H (16.18136, 11.07862, 10.34158)
C (12.20510, 15.55946, 9.86743)
O (13.23850, 15.10062, 9.36213)
N (11.84882, 16.79818, 9.71358)
N (11.25718, 14.91720, 10.50034)
H (12.27532, 17.35138, 8.98408)
H (10.97330, 17.10966, 10.10922)
H (10.33966, 15.29386, 10.69114)
H (11.32900, 13.91208, 10.56856)
C (13.24742, 11.11336, 10.39650)
O (14.35892, 10.72214, 10.73480)
N (13.01506, 11.50976, 9.14260)
N (12.18986, 11.09286, 11.05588)
H (12.04632, 11.57760, 8.86500)
H (13.78308, 11.66994, 8.50652)
H (12.13576, 10.85940, 12.03704)
H (11.42794, 11.45416, 10.49996)
O (15.99022, 10.99738, 13.25320)
H (15.43534, 10.82146, 12.49334)
H (16.34738, 11.87078, 13.09248)
C (15.69828, 9.42641, 6.86298)
C (15.93070, 10.65388, 5.95984)
O (16.37432, 11.81638, 6.63124)
O (16.91293, 9.02900, 7.58890)
H (15.18046, 8.58282, 6.40654)
H (15.03596, 9.78088, 7.65278)
H (14.98326, 10.98362, 5.53356)
H (16.66990, 10.40512, 5.19839)
H (16.42071, 12.49878, 5.95758)
H (16.48725, 8.54696, 8.30169)
C (7.83292, 11.20192, 9.21296)
C (9.27579, 10.93204, 9.32537)
O (10.03635, 12.08048, 9.53945)
O (7.45010, 12.06628, 8.14788)
H (7.48762, 11.64048, 10.14920)
H (7.30268, 10.26722, 9.03050)
H (9.72477, 10.55246, 8.40753)
H (9.55916, 10.15994, 10.04068)
H (9.62262, 12.78122, 9.03012)
H (6.53984, 11.84768, 7.93522)

31 unconnected molecules or ions with the total composition C17H74F4N2O33P2 in a non-equilibrium geometry. Source: OMol25; level of theory: ωB97M-V with the def2-TZVPD basis set.

Computed properties:
* 2S+1: 1
* frontier orbital gap: 6.57 eV
* E_HOMO: -8.37 eV
* total charge: 0

Atoms and positions in Å:
C (5.61773, -2.64991, -2.23359)
C (4.51623, -1.66687, -1.58036)
N (4.46196, -0.33464, -2.08353)
C (3.48233, 0.48015, -1.41141)
C (3.37004, 1.98666, -1.88428)
C (2.37213, 2.98031, -1.25824)
C (2.35354, 4.46294, -1.83178)
F (1.03746, 4.92563, -2.18300)
F (3.00493, 5.40648, -0.96314)
F (3.10245, 4.53141, -3.06569)
C (1.43944, 2.44528, -0.10319)
P (0.19247, 3.55240, 0.78133)
P (1.37631, 4.43614, 2.43522)
O (2.80816, 4.62241, 1.86040)
O (0.77706, 5.95871, 2.93095)
O (1.52725, 3.32357, 3.73052)
C (1.52670, 0.93341, 0.35269)
C (0.49372, 0.42517, 1.52074)
C (-0.94351, 0.04763, 0.83942)
C (-0.99850, -1.10856, -0.23250)
C (-2.34246, -1.49506, -0.95806)
C (-3.71224, -0.75981, -0.65798)
C (-3.64267, 0.36488, 0.44300)
C (-2.29527, 0.76062, 1.16421)
C (2.56787, -0.08175, -0.29704)
N (2.56327, -1.42176, 0.23274)
C (3.57599, -2.15507, -0.43763)
F (3.74744, -3.52545, -0.01202)
H (5.46918, -2.74680, -3.37104)
H (5.66239, -3.65758, -1.69066)
H (6.62832, -2.09047, -2.10225)
H (4.08923, 2.33324, -2.71558)
H (-0.24906, 4.63226, -0.07497)
H (1.36057, 6.24448, 3.69255)
H (1.91379, 2.50031, 3.33358)
H (0.36946, 1.20627, 2.36093)
H (0.88899, -0.52656, 2.04935)
H (-0.08119, -1.70975, -0.54207)
H (-2.39431, -2.30721, -1.75511)
H (-4.66711, -1.05219, -1.20797)
H (-4.62298, 0.88974, 0.69164)
H (-2.36835, 1.60722, 1.96148)
O (-0.89776, -2.58383, -3.08053)
H (-0.64206, -1.75778, -3.51052)
H (-0.75202, -3.25952, -3.76101)
O (8.44978, -1.77895, -2.45962)
H (9.38579, -1.98189, -2.33711)
H (8.45259, -0.93919, -2.93715)
O (-1.08756, -5.07805, -4.22809)
H (-2.03999, -5.00435, -4.08578)
H (-0.92877, -6.02897, -4.25604)
O (0.96518, -5.98798, -6.08300)
H (1.73159, -6.14737, -5.51754)
H (0.44372, -5.33718, -5.59276)
O (-6.09970, -2.49035, -0.18231)
H (-6.11727, -3.33829, 0.28214)
H (-6.96489, -2.10456, 0.00322)
O (5.32440, -2.92062, 2.32221)
H (4.83939, -3.22263, 1.54212)
H (4.98575, -2.03052, 2.47857)
O (4.23725, 1.84776, -4.87131)
H (3.75283, 1.54186, -5.65071)
H (3.89565, 2.73876, -4.72002)
O (2.17706, 7.78784, 0.68085)
H (1.82755, 7.01771, 1.15058)
H (3.04302, 7.49697, 0.36852)
O (4.68069, -1.03792, -5.43320)
H (4.52947, -0.49050, -4.64953)
H (5.25057, -0.49426, -5.99099)
O (6.82092, 0.89643, -0.64126)
H (7.00764, 1.66042, -1.20294)
H (5.93442, 0.61935, -0.91098)
O (-3.02689, 3.00533, 3.83458)
H (-2.70695, 2.90997, 4.74095)
H (-3.49650, 3.85462, 3.84136)
O (1.94851, 1.51238, -7.02984)
H (1.48978, 0.75418, -6.64573)
H (1.24401, 2.02909, -7.44002)
O (-4.74223, 2.36819, 6.07924)
H (-4.46137, 2.30176, 5.15579)
H (-5.42796, 1.69378, 6.16302)
O (-6.20830, -5.46941, -0.75246)
H (-5.93914, -4.91229, -1.49458)
H (-6.59978, -6.24546, -1.17201)
O (-2.20331, -4.69611, 0.92232)
H (-2.02849, -3.92310, 0.36769)
H (-3.08512, -4.98307, 0.65169)
O (-2.37764, 5.37480, 0.43562)
H (-3.25842, 5.77067, 0.44222)
H (-1.77916, 6.13265, 0.47025)
O (-4.17524, 5.68793, 3.91082)
H (-5.06043, 6.07808, 3.91980)
H (-3.58289, 6.44942, 3.95389)
O (7.21068, 3.90309, 0.22871)
H (7.17788, 3.06031, 0.70111)
H (6.35090, 4.30484, 0.40760)
O (-1.41101, 0.86061, 5.46905)
H (-1.56720, 1.39332, 6.25968)
H (-0.85012, 1.42029, 4.91644)
O (3.12837, 7.50591, 3.46834)
H (3.39740, 8.32217, 3.02938)
H (3.26189, 6.82347, 2.79397)
O (-0.66127, 8.74633, 3.88039)
H (-0.56694, 7.96904, 3.31401)
H (0.23815, 9.08865, 3.95846)
O (-2.89053, -6.84785, -3.86594)
H (-2.61401, -6.91397, -4.78985)
H (-3.57350, -7.52495, -3.77556)
O (2.48921, -4.69091, -8.38405)
H (2.15211, -5.47250, -7.92391)
H (3.36109, -4.96115, -8.69738)
O (-0.96455, -6.49527, 2.95876)
H (-1.15283, -6.26740, 3.87712)
H (-1.60272, -5.97260, 2.45161)
O (-0.46792, -8.51560, 0.45584)
H (-0.62841, -7.98322, 1.24873)
H (0.09280, -7.95435, -0.09333)
O (-6.44216, 0.92708, 4.10465)
H (-6.26533, 1.69643, 3.54844)
H (-7.32418, 0.64159, 3.83563)
O (-7.13381, 5.94733, 3.01462)
H (-7.58183, 5.17834, 3.39124)
H (-7.84725, 6.46043, 2.61371)
O (-2.94318, -9.92714, -0.07206)
H (-2.84027, -10.69763, -0.64398)
H (-2.04153, -9.57525, 0.01366)
O (-2.04462, -10.15978, 2.74815)
H (-2.52184, -10.46177, 1.96165)
H (-2.39811, -9.27663, 2.91144)
O (-8.12281, 6.87028, 6.05066)
H (-7.70547, 6.90118, 5.17924)
H (-7.40360, 6.62358, 6.64570)

C3H6N2O in the gas phase. Source: OMol25; level of theory: ωB97M-V with the def2-TZVPD basis set.

Computed properties:
* 2S+1: 1
* frontier orbital gap: 8.77 eV
* energy relative to the best compared isomer or geometry (same formula, charge and spin): 482.6 kJ/mol
* E_HOMO: -8.29 eV
* total charge: 0

Atoms and positions in Å:
C (0.80970, 0.88340, -1.72371)
C (1.06946, 0.21899, -0.04362)
O (0.92566, -0.70394, -0.94437)
N (0.17267, 0.14153, 0.99529)
C (-0.83288, -0.80833, 1.15614)
N (-1.56069, -0.78895, 2.19503)
H (0.25696, 0.39379, -2.53220)
H (0.21567, 1.72474, -1.35640)
H (1.81228, 1.17202, -2.01653)
H (0.26996, 0.79973, 1.75735)
H (-0.89587, -1.50778, 0.32021)
H (-2.24349, -1.54332, 2.15814)